{"formula": "C9H19ClN2O3P", "method": "ωB97M-V/def2-TZVPD", "e_lumo_ev": -3.13, "gap_ev": 9.981, "total_charge": 1, "smiles": "CCN(CC[C@@]1(P(O)Cl)COC[NH2+]1)C(C)=O", "e_homo_ev": -13.1073, "multiplicity": 1, "total_energy_ev": -40569.280, "elements": ["C", "C", "N", "C", "C", "C", "P", "O", "Cl", "C", "O", "C", "N", "C", "C", "O", "H", "H", "H", "H", "H", "H", "H", "H", "H", "H", "H", "H", "H", "H", "H", "H", "H", "H", "H"], "coordinates": [[-0.57, 3.35, 0.55], [-1.25, 2.46, -0.48], [-0.97, 0.99, -0.36], [-0.52, 0.43, -1.66], [0.35, -0.85, -1.62], [1.11, -1.16, -0.33], [2.42, 0.04, 0.39], [1.55, 0.84, 1.46], [2.65, 1.34, -1.17], [0.29, -1.90, 0.73], [1.30, -2.44, 1.58], [2.23, -3.05, 0.73], [2.05, -2.37, -0.63], [-2.12, 0.29, 0.12], [-2.57, 0.64, 1.52], [-2.68, -0.57, -0.55], [-0.60, 2.92, 1.56], [0.49, 3.51, 0.31], [-1.07, 4.32, 0.57], [-0.99, 2.78, -1.49], [-2.34, 2.61, -0.40], [0.04, 1.22, -2.16], [-1.38, 0.20, -2.29], [1.08, -0.77, -2.43], [-0.30, -1.70, -1.84], [0.60, 0.82, 1.26], [-0.42, -1.29, 1.28], [-0.20, -2.75, 0.23], [2.07, -4.12, 0.62], [3.24, -2.88, 1.11], [2.97, -2.06, -0.94], [1.64, -3.01, -1.31], [-3.62, 0.34, 1.62], [-1.99, 0.09, 2.26], [-2.49, 1.71, 1.73]]}


{"formula": "F12LiN6O24S12", "method": "ωB97M-V/def2-TZVPD", "e_lumo_ev": 9.27, "gap_ev": 7.111, "relative_energy_ev": 8.937, "total_charge": -5, "e_homo_ev": 2.1578, "multiplicity": 1, "total_energy_ev": -220900.166, "elements": ["Li", "N", "S", "O", "O", "F", "S", "O", "O", "F", "N", "S", "O", "O", "F", "S", "O", "O", "F", "N", "S", "O", "O", "F", "S", "O", "O", "F", "N", "S", "O", "O", "F", "S", "O", "O", "F", "N", "S", "O", "O", "F", "S", "O", "O", "F", "N", "S", "O", "O", "F", "S", "O", "O", "F"], "coordinates": [[0.09, 0.11, -0.41], [-4.16, 1.69, -0.71], [-4.69, 0.45, -0.02], [-3.69, -0.19, 0.87], [-5.77, -0.33, -0.55], [-5.51, 1.39, 1.04], [-3.08, 0.80, -1.71], [-3.55, -0.27, -2.64], [-1.71, 0.79, -1.11], [-2.99, 2.05, -2.73], [-0.19, -1.88, 4.09], [-0.81, -1.93, 2.49], [-0.23, -0.84, 1.65], [-2.19, -2.48, 2.26], [0.31, -3.11, 2.15], [-1.34, -1.12, 4.67], [-2.54, -1.91, 5.03], [-1.56, 0.27, 4.24], [-0.59, -0.95, 6.12], [1.52, -3.42, -2.41], [0.08, -3.32, -1.45], [-0.25, -1.97, -0.95], [-0.58, -4.42, -0.86], [-0.71, -3.35, -2.82], [2.34, -3.00, -1.13], [2.46, -4.01, -0.10], [2.54, -1.60, -0.81], [3.75, -3.24, -1.87], [4.31, 1.27, 2.07], [2.68, 0.70, 2.11], [2.30, -0.33, 3.11], [1.91, 0.81, 0.91], [2.18, 1.96, 2.89], [4.92, -0.09, 1.45], [4.86, -0.19, -0.06], [4.78, -1.26, 2.32], [6.43, 0.37, 1.86], [1.30, -0.53, -4.58], [-0.25, -0.17, -5.14], [-0.20, -0.11, -6.56], [-1.34, 0.38, -4.37], [-0.74, -1.65, -4.95], [1.33, 0.58, -3.56], [0.57, 0.41, -2.28], [1.67, 1.86, -4.10], [2.87, 0.01, -3.21], [-1.63, 4.09, 1.07], [-1.14, 3.04, 2.01], [-0.31, 3.38, 3.16], [-1.11, 1.72, 1.39], [-2.64, 2.92, 2.47], [-0.09, 4.09, 0.31], [0.71, 2.91, 0.07], [0.52, 5.40, 0.40], [-0.85, 4.22, -1.14]]}


{"formula": "C4H9NO2", "method": "ωB97M-V/def2-TZVPD", "e_lumo_ev": 0.83, "gap_ev": 10.869, "relative_energy_ev": 0.694, "smiles": "C[C@@H](O)CC(N)=O", "e_homo_ev": -10.0423, "multiplicity": 1, "total_energy_ev": -9879.366, "elements": ["C", "C", "O", "C", "C", "N", "O", "H", "H", "H", "H", "H", "H", "H", "H", "H"], "coordinates": [[1.79, -0.86, 1.02], [0.62, -0.81, 0.03], [-0.55, -1.30, 0.66], [0.33, 0.63, -0.43], [-1.07, 0.80, -1.08], [-2.11, 1.19, -0.25], [-1.26, 0.69, -2.28], [1.62, -0.18, 1.87], [2.73, -0.56, 0.53], [1.91, -1.87, 1.41], [0.88, -1.45, -0.83], [-1.26, -1.04, 0.04], [0.38, 1.28, 0.44], [1.09, 0.94, -1.16], [-2.95, 1.52, -0.70], [-2.15, 1.01, 0.74]]}


{"formula": "C28H54FLuNO2", "method": "ωB97M-V/def2-TZVPD", "e_lumo_ev": -14.19, "gap_ev": 1.366, "total_charge": 3, "e_homo_ev": -15.5540, "multiplicity": 1, "total_energy_ev": -71784.805, "elements": ["C", "C", "C", "C", "C", "C", "C", "C", "C", "C", "C", "C", "C", "C", "C", "C", "C", "C", "C", "C", "C", "C", "C", "C", "F", "C", "O", "C", "O", "C", "C", "N", "H", "H", "H", "H", "H", "H", "H", "H", "H", "H", "H", "H", "H", "H", "H", "H", "H", "H", "H", "H", "H", "H", "H", "H", "H", "H", "H", "H", "H", "H", "H", "H", "H", "H", "H", "H", "H", "H", "H", "H", "H", "H", "H", "H", "H", "H", "H", "H", "H", "H", "H", "H", "H", "H", "Lu"], "coordinates": [[-0.06, -3.33, 2.36], [-1.23, -4.48, 2.38], [-1.74, -4.94, 0.86], [-2.61, -3.73, 0.12], [-4.22, -4.04, 0.31], [-5.22, -2.98, -0.45], [-4.89, -1.40, -0.16], [-5.02, -0.44, -1.52], [-3.92, 0.80, -1.28], [-4.35, 2.17, -2.08], [-4.45, 3.38, -0.94], [-2.97, 3.96, -0.51], [-2.23, 3.14, 0.70], [-0.67, 3.66, 0.96], [-0.36, 3.95, 2.54], [1.09, 3.42, 3.07], [1.40, 1.83, 2.78], [2.89, 1.60, 2.08], [2.65, 1.85, 0.44], [3.97, 1.43, -0.42], [3.78, 0.26, -1.53], [5.02, -0.67, -2.03], [6.46, -0.42, -1.29], [7.13, 1.08, -1.61], [6.46, -0.74, 0.18], [3.45, 1.13, -2.92], [2.01, 1.49, -2.70], [1.36, 0.18, -2.42], [0.13, -0.26, -2.81], [2.47, -0.71, -1.55], [1.96, -1.46, -0.18], [3.04, -2.26, 0.53], [-0.49, -2.24, 2.22], [0.70, -3.49, 1.45], [0.56, -3.32, 3.38], [-0.78, -5.42, 2.96], [-2.15, -4.06, 3.00], [-0.74, -5.20, 0.26], [-2.39, -5.92, 1.04], [-2.26, -2.72, 0.61], [-2.26, -3.71, -1.01], [-4.40, -5.14, -0.11], [-4.42, -4.08, 1.48], [-5.26, -3.27, -1.58], [-6.31, -3.18, -0.01], [-5.66, -0.96, 0.64], [-3.82, -1.21, 0.31], [-6.12, -0.02, -1.60], [-4.79, -1.02, -2.51], [-4.00, 1.05, -0.13], [-2.85, 0.43, -1.61], [-5.36, 2.04, -2.69], [-3.46, 2.49, -2.81], [-5.10, 4.27, -1.37], [-5.02, 3.01, 0.03], [-3.15, 5.07, -0.12], [-2.29, 4.07, -1.47], [-2.15, 1.98, 0.55], [-2.88, 3.30, 1.69], [0.04, 2.82, 0.49], [-0.52, 4.61, 0.29], [-1.22, 3.59, 3.28], [-0.34, 5.14, 2.66], [1.09, 3.54, 4.26], [1.98, 4.12, 2.69], [0.54, 1.30, 2.17], [1.43, 1.26, 3.83], [3.60, 2.45, 2.52], [3.30, 0.53, 2.32], [1.64, 1.39, 0.08], [2.53, 3.03, 0.35], [4.84, 1.23, 0.37], [4.33, 2.41, -1.00], [5.20, -0.49, -3.19], [4.78, -1.83, -1.91], [7.22, -1.19, -1.77], [7.03, 1.76, -0.65], [6.49, 1.58, -2.46], [8.26, 0.99, -1.97], [3.34, 0.44, -3.88], [4.19, 1.99, -3.21], [2.66, -1.60, -2.32], [1.41, -0.75, 0.59], [1.13, -2.24, -0.52], [2.70, -2.31, 1.53], [2.88, -3.26, 0.18], [-5.01, -6.79, -0.26]]}


{"formula": "C29H45N11O14P", "method": "ωB97M-V/def2-TZVPD", "e_lumo_ev": 5.82, "gap_ev": 6.573, "relative_energy_ev": 2.723, "total_charge": -3, "e_homo_ev": -0.7504, "multiplicity": 1, "total_energy_ev": -85120.323, "elements": ["P", "O", "O", "O", "O", "N", "C", "C", "C", "C", "H", "H", "H", "H", "H", "N", "C", "C", "C", "C", "H", "H", "H", "H", "H", "N", "C", "C", "C", "C", "H", "H", "H", "H", "H", "N", "C", "C", "C", "C", "H", "H", "H", "H", "H", "N", "C", "C", "C", "C", "H", "H", "H", "H", "H", "N", "C", "C", "C", "C", "H", "H", "H", "H", "H", "C", "N", "O", "O", "H", "H", "H", "C", "N", "O", "O", "H", "H", "H", "C", "N", "O", "O", "H", "H", "H", "C", "N", "O", "O", "H", "H", "H", "C", "N", "O", "O", "H", "H", "H"], "coordinates": [[15.55, 46.33, 61.73], [16.84, 46.88, 61.12], [14.15, 46.75, 61.00], [15.46, 46.72, 63.12], [15.73, 44.86, 61.67], [13.08, 47.04, 58.86], [11.87, 46.48, 58.47], [11.68, 46.87, 57.03], [12.87, 47.79, 56.67], [13.78, 47.81, 57.87], [13.35, 47.00, 59.81], [11.24, 45.86, 59.26], [10.64, 46.48, 56.45], [12.90, 48.46, 55.86], [14.72, 48.04, 58.14], [15.25, 47.56, 66.23], [14.02, 48.01, 66.82], [14.22, 48.26, 68.39], [15.66, 47.94, 68.48], [16.18, 47.37, 67.25], [15.33, 47.14, 65.14], [13.18, 48.01, 66.18], [13.32, 48.41, 69.08], [16.15, 47.96, 69.62], [17.22, 46.80, 66.95], [19.19, 46.16, 60.72], [20.20, 47.07, 60.68], [21.47, 46.20, 60.70], [21.02, 44.70, 60.80], [19.41, 44.87, 60.78], [18.07, 46.42, 60.96], [19.97, 48.14, 60.90], [22.60, 46.68, 60.73], [21.58, 43.67, 60.81], [18.71, 44.02, 60.98], [16.93, 48.95, 59.96], [16.11, 50.06, 60.19], [16.53, 51.21, 59.37], [17.57, 50.71, 58.56], [17.81, 49.26, 58.96], [16.93, 47.93, 60.53], [15.32, 49.78, 60.76], [15.94, 52.28, 59.10], [18.22, 51.06, 57.90], [18.53, 48.72, 58.63], [16.40, 42.36, 61.55], [17.14, 41.79, 60.44], [17.08, 40.32, 60.50], [16.50, 40.04, 61.98], [16.06, 41.36, 62.49], [16.03, 43.46, 61.48], [17.27, 42.39, 59.63], [17.46, 39.52, 59.65], [16.38, 39.02, 62.39], [15.34, 41.73, 63.36], [13.21, 48.61, 62.05], [13.69, 49.42, 63.02], [12.70, 50.53, 63.40], [11.49, 50.20, 62.59], [11.88, 49.03, 61.70], [13.57, 47.64, 61.60], [14.77, 49.13, 63.13], [12.87, 51.60, 63.86], [10.68, 50.82, 62.37], [11.26, 48.59, 60.96], [18.33, 44.78, 64.53], [18.46, 44.01, 65.93], [17.98, 42.92, 66.05], [19.33, 44.53, 66.74], [19.17, 45.30, 64.09], [17.65, 45.75, 64.61], [17.71, 43.98, 64.02], [16.21, 45.48, 58.64], [16.96, 45.34, 57.26], [17.47, 44.26, 56.95], [16.81, 46.28, 56.47], [16.78, 44.84, 59.26], [15.32, 45.29, 58.47], [16.19, 46.46, 58.69], [11.64, 45.80, 63.52], [11.32, 44.74, 64.56], [11.09, 44.93, 65.69], [11.31, 43.52, 64.09], [12.46, 45.42, 62.85], [12.03, 46.33, 64.32], [10.71, 46.13, 63.26], [13.52, 43.34, 59.88], [12.67, 42.93, 58.78], [13.21, 42.82, 57.63], [11.49, 42.80, 58.95], [14.64, 43.23, 59.40], [13.47, 42.61, 60.63], [13.38, 44.30, 60.24], [17.91, 48.79, 64.06], [19.10, 49.27, 64.86], [19.56, 48.40, 65.66], [19.59, 50.30, 64.55], [17.34, 48.18, 64.60], [18.32, 47.99, 63.38], [17.66, 49.49, 63.39]]}


{"formula": "C35H40BNO3S", "method": "ωB97M-V/def2-TZVPD", "e_lumo_ev": -3.07, "gap_ev": 3.132, "relative_energy_ev": 0.398, "e_homo_ev": -6.1974, "multiplicity": 1, "total_energy_ev": -56086.226, "elements": ["C", "O", "C", "C", "C", "C", "B", "C", "C", "C", "C", "C", "S", "O", "C", "C", "C", "C", "C", "C", "O", "C", "C", "H", "H", "H", "H", "H", "H", "H", "H", "H", "H", "H", "H", "H", "H", "H", "H", "H", "H", "H", "H", "H", "H", "H", "H", "C", "N", "C", "C", "C", "C", "C", "C", "C", "C", "C", "C", "C", "C", "C", "C", "C", "C", "H", "H", "H", "H", "H", "H", "H", "H", "H", "H", "H", "H", "H", "H", "H", "H"], "coordinates": [[1.90, -2.07, -3.99], [1.61, -0.72, -3.56], [1.00, -0.51, -2.35], [1.11, 0.77, -1.75], [0.60, 0.98, -0.48], [-0.12, -0.03, 0.17], [-0.95, 0.25, 1.56], [-2.47, -0.41, 1.25], [-3.31, -1.36, 1.79], [-4.71, -0.97, 1.71], [-4.91, 0.22, 1.03], [-6.13, 1.03, 0.81], [-3.40, 0.83, 0.46], [-0.59, -0.41, 2.78], [-0.21, 0.63, 3.68], [-0.67, 0.26, 5.08], [1.32, 0.73, 3.64], [-0.91, 1.96, 3.10], [-2.29, 2.22, 3.67], [-0.11, 3.25, 3.27], [-1.03, 1.68, 1.71], [-0.26, -1.28, -0.42], [0.27, -1.52, -1.69], [2.28, -1.96, -5.01], [2.67, -2.52, -3.35], [1.00, -2.71, -4.00], [1.62, 1.58, -2.29], [0.72, 1.95, -0.01], [-2.97, -2.29, 2.22], [-5.54, -1.52, 2.15], [-7.02, 0.42, 0.95], [-6.13, 1.84, 1.54], [-6.14, 1.47, -0.19], [-0.39, 1.07, 5.76], [-1.75, 0.11, 5.11], [-0.18, -0.65, 5.41], [1.69, 1.49, 4.34], [1.73, -0.24, 3.95], [1.67, 0.95, 2.63], [-2.18, 2.59, 4.70], [-2.77, 3.01, 3.08], [-2.93, 1.33, 3.66], [-0.04, 3.46, 4.35], [0.89, 3.18, 2.83], [-0.65, 4.07, 2.79], [-0.84, -2.05, 0.08], [0.12, -2.49, -2.17], [-1.36, -7.63, 5.14], [-0.80, -6.74, 4.14], [-1.43, -6.07, 3.13], [-0.46, -5.37, 2.36], [-0.65, -4.67, 1.15], [0.30, -4.87, 0.05], [1.41, -4.02, -0.14], [2.39, -4.28, -1.09], [2.30, -5.41, -1.92], [3.34, -5.66, -2.97], [1.20, -6.27, -1.75], [0.21, -6.00, -0.82], [0.83, -5.60, 3.03], [2.16, -5.26, 2.79], [3.15, -5.70, 3.69], [2.83, -6.46, 4.83], [1.51, -6.88, 5.04], [0.56, -6.45, 4.13], [-0.98, -7.32, 6.12], [-2.46, -7.61, 5.13], [-1.03, -8.66, 4.98], [-2.50, -6.20, 2.94], [-1.66, -4.29, 0.94], [1.51, -3.16, 0.53], [3.24, -3.60, -1.17], [3.16, -6.62, -3.47], [3.33, -4.88, -3.75], [4.35, -5.68, -2.56], [1.15, -7.17, -2.36], [-0.64, -6.68, -0.71], [2.39, -4.63, 1.93], [4.19, -5.41, 3.51], [3.60, -6.76, 5.53], [1.20, -7.51, 5.87]]}


{"formula": "C12H17N3O4S", "method": "ωB97M-V/def2-TZVPD", "e_lumo_ev": 0.51, "gap_ev": 8.970, "relative_energy_ev": 1.640, "smiles": "COCCNS(=O)(=O)c1ccc2c(c1)n(C)c(=O)n2C", "e_homo_ev": -8.4602, "multiplicity": 1, "total_energy_ev": -36215.617, "elements": ["C", "O", "C", "C", "N", "S", "O", "O", "C", "C", "C", "C", "C", "C", "N", "C", "C", "O", "N", "C", "H", "H", "H", "H", "H", "H", "H", "H", "H", "H", "H", "H", "H", "H", "H", "H", "H"], "coordinates": [[-2.31, 0.35, 4.10], [-2.30, -1.04, 4.28], [-2.37, -1.78, 3.08], [-1.05, -1.80, 2.29], [-1.12, -2.61, 1.10], [-1.85, -1.89, -0.24], [-2.24, -2.96, -1.10], [-2.84, -0.93, 0.16], [-0.45, -1.02, -0.92], [0.56, -1.76, -1.50], [1.68, -1.14, -2.03], [1.73, 0.24, -1.96], [0.69, 0.99, -1.37], [-0.42, 0.36, -0.84], [1.03, 2.32, -1.47], [0.27, 3.44, -1.02], [2.26, 2.43, -2.10], [2.86, 3.45, -2.34], [2.67, 1.14, -2.39], [3.91, 0.85, -3.06], [-1.36, 0.72, 3.69], [-2.47, 0.78, 5.09], [-3.13, 0.66, 3.43], [-2.62, -2.80, 3.39], [-3.17, -1.40, 2.43], [-0.80, -0.79, 1.96], [-0.25, -2.17, 2.93], [-1.49, -3.54, 1.25], [0.45, -2.83, -1.53], [2.47, -1.71, -2.48], [-1.25, 0.89, -0.40], [0.12, 3.40, 0.07], [0.83, 4.34, -1.27], [-0.71, 3.47, -1.51], [4.40, 1.80, -3.26], [3.72, 0.33, -4.00], [4.55, 0.23, -2.43]]}


Repeat the sixth record exactly.
{"formula": "C35H40BNO3S", "method": "ωB97M-V/def2-TZVPD", "e_lumo_ev": -3.07, "gap_ev": 3.132, "relative_energy_ev": 0.398, "e_homo_ev": -6.1974, "multiplicity": 1, "total_energy_ev": -56086.226, "elements": ["C", "O", "C", "C", "C", "C", "B", "C", "C", "C", "C", "C", "S", "O", "C", "C", "C", "C", "C", "C", "O", "C", "C", "H", "H", "H", "H", "H", "H", "H", "H", "H", "H", "H", "H", "H", "H", "H", "H", "H", "H", "H", "H", "H", "H", "H", "H", "C", "N", "C", "C", "C", "C", "C", "C", "C", "C", "C", "C", "C", "C", "C", "C", "C", "C", "H", "H", "H", "H", "H", "H", "H", "H", "H", "H", "H", "H", "H", "H", "H", "H"], "coordinates": [[1.90, -2.07, -3.99], [1.61, -0.72, -3.56], [1.00, -0.51, -2.35], [1.11, 0.77, -1.75], [0.60, 0.98, -0.48], [-0.12, -0.03, 0.17], [-0.95, 0.25, 1.56], [-2.47, -0.41, 1.25], [-3.31, -1.36, 1.79], [-4.71, -0.97, 1.71], [-4.91, 0.22, 1.03], [-6.13, 1.03, 0.81], [-3.40, 0.83, 0.46], [-0.59, -0.41, 2.78], [-0.21, 0.63, 3.68], [-0.67, 0.26, 5.08], [1.32, 0.73, 3.64], [-0.91, 1.96, 3.10], [-2.29, 2.22, 3.67], [-0.11, 3.25, 3.27], [-1.03, 1.68, 1.71], [-0.26, -1.28, -0.42], [0.27, -1.52, -1.69], [2.28, -1.96, -5.01], [2.67, -2.52, -3.35], [1.00, -2.71, -4.00], [1.62, 1.58, -2.29], [0.72, 1.95, -0.01], [-2.97, -2.29, 2.22], [-5.54, -1.52, 2.15], [-7.02, 0.42, 0.95], [-6.13, 1.84, 1.54], [-6.14, 1.47, -0.19], [-0.39, 1.07, 5.76], [-1.75, 0.11, 5.11], [-0.18, -0.65, 5.41], [1.69, 1.49, 4.34], [1.73, -0.24, 3.95], [1.67, 0.95, 2.63], [-2.18, 2.59, 4.70], [-2.77, 3.01, 3.08], [-2.93, 1.33, 3.66], [-0.04, 3.46, 4.35], [0.89, 3.18, 2.83], [-0.65, 4.07, 2.79], [-0.84, -2.05, 0.08], [0.12, -2.49, -2.17], [-1.36, -7.63, 5.14], [-0.80, -6.74, 4.14], [-1.43, -6.07, 3.13], [-0.46, -5.37, 2.36], [-0.65, -4.67, 1.15], [0.30, -4.87, 0.05], [1.41, -4.02, -0.14], [2.39, -4.28, -1.09], [2.30, -5.41, -1.92], [3.34, -5.66, -2.97], [1.20, -6.27, -1.75], [0.21, -6.00, -0.82], [0.83, -5.60, 3.03], [2.16, -5.26, 2.79], [3.15, -5.70, 3.69], [2.83, -6.46, 4.83], [1.51, -6.88, 5.04], [0.56, -6.45, 4.13], [-0.98, -7.32, 6.12], [-2.46, -7.61, 5.13], [-1.03, -8.66, 4.98], [-2.50, -6.20, 2.94], [-1.66, -4.29, 0.94], [1.51, -3.16, 0.53], [3.24, -3.60, -1.17], [3.16, -6.62, -3.47], [3.33, -4.88, -3.75], [4.35, -5.68, -2.56], [1.15, -7.17, -2.36], [-0.64, -6.68, -0.71], [2.39, -4.63, 1.93], [4.19, -5.41, 3.51], [3.60, -6.76, 5.53], [1.20, -7.51, 5.87]]}